i:
A single C2H3F3O molecule. Source: the Open Molecules 2025 dataset; level of theory: wB97M-V/def2-TZVPD.

Each line ends with the Löwdin charge.
Cartesian coordinates (Å):
C  -0.53  -0.02  0.46  -0.1928
C  0.53  0.44  -0.51  -0.5757
H  -0.27  -1.85  0.10  0.1036
H  -0.42  0.63  1.32  0.1366
H  -1.56  0.16  0.10  0.1486
O  -0.29  -1.30  0.89  -0.0065
F  0.60  -0.31  -1.63  0.1508
F  1.74  0.53  0.13  0.1215
F  0.20  1.72  -0.85  0.1139

The gap between HOMO and LUMO comes out at 0.44669 Ha. The HOMO energy is -11.4 eV.


ii:
A single C2H3F3O molecule. Source: the Open Molecules 2025 dataset; level of theory: wB97M-V/def2-TZVPD.

Each line ends with the Löwdin charge.
Cartesian coordinates (Å):
C  -0.15  0.54  -0.96  0.0319
C  0.08  -0.49  0.15  -0.4735
O  0.30  0.46  1.42  -0.0177
F  -1.02  -1.28  0.46  0.0787
F  1.14  -1.29  0.01  0.1396
F  0.39  -0.34  2.57  -0.0619
H  -1.22  0.92  -1.02  0.1157
H  -0.10  0.09  -1.89  0.0549
H  0.57  1.40  -0.73  0.1324

The gap between HOMO and LUMO comes out at 0.45530 Ha. The HOMO energy is -11.6 eV.


If we sort the structures by their calculated energies, the order from most to least stable is i, ii.


i:
9 unconnected molecules or ions with the total composition C41H108N8O12. Source: the Open Molecules 2025 dataset; level of theory: wB97M-V/def2-TZVPD.

Each line ends with the Löwdin charge.
Cartesian coordinates (Å):
C  3.78  4.36  -2.19  -0.1385
O  2.89  3.26  -2.17  -0.2182
C  2.61  2.75  -3.46  -0.2202
C  1.20  2.26  -3.45  -0.2048
N  0.28  3.36  -3.21  -0.0149
C  -1.12  2.97  -3.07  -0.1882
C  -1.61  2.11  -4.19  -0.2278
O  -1.34  0.77  -3.86  -0.2240
C  -1.76  -0.13  -4.85  -0.1013
H  4.05  4.62  -1.17  -0.0170
H  3.28  5.25  -2.63  0.1129
H  4.69  4.14  -2.75  0.1169
H  3.31  1.93  -3.64  0.0522
H  2.75  3.53  -4.21  0.1379
H  1.12  1.44  -2.70  0.0970
H  0.99  1.75  -4.40  0.1308
H  0.60  3.85  -2.38  0.0976
H  -1.69  3.90  -3.05  0.1192
H  -1.29  2.45  -2.11  0.0974
H  -1.21  2.41  -5.16  0.1346
H  -2.71  2.23  -4.24  0.1066
H  -1.51  -1.14  -4.50  0.0853
H  -1.21  0.01  -5.79  0.0919
H  -2.85  -0.08  -4.98  0.0860
C  -4.89  3.38  -2.94  -0.1322
O  -4.07  3.74  -1.88  -0.1951
C  -4.43  3.06  -0.70  -0.2287
C  -3.67  3.66  0.45  -0.2090
N  -2.31  3.15  0.52  -0.0571
C  -1.59  3.63  1.70  -0.1779
C  -0.17  3.12  1.68  -0.2012
O  0.43  3.38  0.40  -0.2061
C  1.71  4.01  0.48  -0.0736
H  -5.95  3.51  -2.70  0.0915
H  -4.70  2.33  -3.23  0.0734
H  -4.64  4.00  -3.80  0.0931
H  -4.21  1.99  -0.80  0.1002
H  -5.51  3.22  -0.52  0.1265
H  -4.20  3.46  1.38  0.1156
H  -3.71  4.76  0.34  0.1308
H  -1.83  3.52  -0.30  0.0971
H  -2.09  3.31  2.62  0.1214
H  -1.58  4.73  1.68  0.1268
H  -0.09  2.04  1.84  0.1058
H  0.41  3.58  2.49  0.1171
H  2.04  4.16  -0.56  0.0665
H  2.44  3.42  1.04  0.0649
H  1.66  5.02  0.92  0.1120
C  4.92  4.08  0.06  -0.1764
O  4.96  3.76  1.41  -0.1489
C  4.79  2.37  1.62  -0.2214
C  5.10  1.99  3.05  -0.1984
N  4.23  2.56  4.08  -0.0489
C  2.81  2.21  3.97  -0.1953
C  2.55  0.74  3.74  -0.2179
O  1.14  0.64  3.63  -0.2039
C  0.71  -0.67  3.38  -0.1016
H  4.90  5.16  -0.02  0.1217
H  4.02  3.64  -0.41  0.0410
H  5.81  3.70  -0.46  0.1264
H  5.49  1.79  0.99  0.0978
H  3.77  2.07  1.34  0.0856
H  6.10  2.38  3.29  0.1244
H  5.19  0.91  3.14  0.1114
H  4.30  3.56  4.02  0.1041
H  2.32  2.78  3.16  0.0913
H  2.29  2.48  4.89  0.1240
H  2.85  0.18  4.63  0.1359
H  3.02  0.37  2.82  0.1116
H  1.13  -1.03  2.44  0.0731
H  -0.37  -0.64  3.35  0.0775
H  1.01  -1.32  4.21  0.0847
C  -5.68  -1.92  1.86  -0.0658
C  -5.64  -0.52  2.44  -0.4199
C  -4.80  -0.45  3.72  -0.2167
O  -4.67  0.90  4.12  -0.2065
C  -3.57  1.10  5.00  -0.1056
N  -5.18  0.46  1.41  0.0556
H  -4.68  -2.30  1.64  0.0769
H  -6.32  -1.97  0.99  0.0652
H  -6.07  -2.60  2.63  0.0805
H  -6.67  -0.25  2.75  0.1350
H  -3.81  -0.92  3.55  0.1185
H  -5.25  -1.04  4.54  0.1281
H  -3.60  0.41  5.85  0.0875
H  -3.66  2.12  5.37  0.0861
H  -2.62  0.98  4.48  0.0788
H  -4.92  1.29  1.94  0.0476
H  -4.25  0.11  1.10  0.0276
C  3.52  -4.44  -0.82  -0.0597
C  2.56  -3.26  -0.96  -0.4117
C  1.32  -3.67  -1.75  -0.2206
O  0.78  -4.83  -1.19  -0.2219
C  -0.45  -5.17  -1.78  -0.0992
N  2.22  -2.75  0.39  0.0698
H  4.36  -4.07  -0.22  0.0609
H  3.98  -4.72  -1.77  0.0818
H  3.07  -5.27  -0.29  0.0667
H  3.09  -2.49  -1.53  0.1078
H  1.60  -3.83  -2.81  0.1318
H  0.56  -2.87  -1.74  0.1205
H  -1.23  -4.43  -1.52  0.0908
H  -0.79  -6.13  -1.41  0.0891
H  -0.35  -5.23  -2.87  0.0917
H  1.71  -3.47  0.90  0.0336
H  1.52  -2.00  0.21  0.0389
C  -2.67  -0.55  -1.26  -0.0521
C  -1.61  -0.58  -0.21  -0.4005
C  -0.36  0.18  -0.67  -0.1888
O  0.78  -0.13  0.11  -0.2055
C  1.86  0.62  -0.37  -0.0991
N  -2.11  0.03  1.02  0.0637
H  -2.90  0.45  -1.63  0.0710
H  -3.59  -0.98  -0.86  0.0768
H  -2.36  -1.14  -2.13  0.0704
H  -1.27  -1.59  0.06  0.1401
H  -0.59  1.25  -0.56  0.1046
H  -0.08  -0.03  -1.72  0.1186
H  2.22  0.23  -1.33  0.0716
H  2.69  0.64  0.34  0.0796
H  1.56  1.65  -0.57  0.0747
H  -2.32  1.02  0.82  0.0500
H  -1.29  0.11  1.62  0.0446
C  -1.15  -6.26  2.76  -0.0603
C  -0.19  -5.08  2.67  -0.4248
C  0.39  -4.75  4.03  -0.2290
O  -0.66  -4.37  4.91  -0.1865
C  -0.19  -4.13  6.19  -0.1268
N  0.93  -5.32  1.74  0.0441
H  -1.99  -6.00  3.42  0.0768
H  -0.68  -7.15  3.16  0.0806
H  -1.59  -6.45  1.78  0.0717
H  -0.76  -4.20  2.34  0.1436
H  1.18  -4.00  3.96  0.1206
H  0.87  -5.68  4.40  0.1318
H  0.30  -5.01  6.62  0.0892
H  -1.05  -3.89  6.83  0.0886
H  0.49  -3.27  6.21  0.0834
H  1.21  -6.30  1.82  0.0837
H  0.63  -5.27  0.76  0.0470
C  6.59  -2.03  -1.45  -0.0506
C  6.61  -0.56  -1.08  -0.4182
C  5.32  0.10  -1.46  -0.2165
O  5.26  0.08  -2.87  -0.1638
C  3.94  0.15  -3.40  -0.0946
N  6.82  -0.38  0.39  0.0379
H  6.28  -2.17  -2.50  0.0819
H  5.83  -2.55  -0.85  0.0613
H  7.57  -2.49  -1.34  0.0786
H  7.45  -0.05  -1.56  0.1414
H  5.22  1.13  -1.11  0.1158
H  4.52  -0.50  -0.97  0.1170
H  3.39  1.03  -3.06  0.0211
H  3.41  -0.77  -3.09  0.0897
H  4.05  0.10  -4.48  0.1136
H  7.60  -0.98  0.65  0.0704
H  6.01  -0.82  0.86  0.0723
C  -5.12  -2.28  -3.69  -0.0650
C  -5.90  -1.11  -3.16  -0.4923
C  -7.06  -0.67  -4.05  -0.0514
O  -6.38  -1.51  -1.84  -0.0732
H  -4.75  -2.12  -4.70  0.0785
H  -5.72  -3.19  -3.78  0.0877
H  -4.29  -2.47  -3.01  0.0660
H  -5.24  -0.25  -2.97  0.1156
H  -7.64  0.13  -3.60  0.0736
H  -7.70  -1.53  -4.27  0.0817
H  -6.65  -0.35  -5.02  0.0775
H  -6.58  -0.72  -1.33  0.0760

The gap between HOMO and LUMO comes out at 0.33698 Ha. The HOMO energy is -8.7 eV.


ii:
9 unconnected molecules or ions with the total composition C41H108N8O12. Source: the Open Molecules 2025 dataset; level of theory: wB97M-V/def2-TZVPD.

Each line ends with the Löwdin charge.
Cartesian coordinates (Å):
C  5.88  -5.89  -6.43  -0.0476
C  5.81  -7.09  -7.40  -0.4784
C  4.79  -8.14  -6.95  -0.0616
O  5.46  -6.62  -8.70  -0.0460
H  6.92  -5.69  -6.20  0.0744
H  5.26  -6.09  -5.56  0.0512
H  5.54  -5.01  -6.97  0.0471
H  6.78  -7.61  -7.36  0.1289
H  3.78  -7.79  -7.19  0.0796
H  4.83  -8.35  -5.88  0.0707
H  4.98  -9.07  -7.47  0.0745
H  5.56  -7.37  -9.30  0.0908
C  0.18  -1.73  -5.42  -0.0978
O  -1.08  -1.14  -5.65  -0.1813
C  -1.01  0.14  -6.22  -0.2428
C  -2.41  0.58  -6.66  -0.2065
N  -2.36  1.94  -7.17  -0.0541
C  -2.68  2.09  -8.57  -0.2152
C  -3.32  3.45  -8.85  -0.2500
O  -4.40  3.64  -7.96  -0.2049
C  -4.97  4.94  -8.13  -0.0851
H  0.43  -2.42  -6.22  0.0654
H  0.15  -2.40  -4.56  0.0629
H  0.93  -0.98  -5.16  0.0947
H  -0.43  0.12  -7.15  0.1136
H  -0.62  0.90  -5.53  0.1223
H  -3.18  0.38  -5.90  0.1231
H  -2.77  -0.13  -7.42  0.1122
H  -2.92  2.57  -6.61  0.1023
H  -3.37  1.34  -8.98  0.1143
H  -1.77  1.98  -9.18  0.1156
H  -3.69  3.44  -9.88  0.1206
H  -2.59  4.26  -8.76  0.1237
H  -4.33  5.68  -7.65  0.0889
H  -5.93  4.92  -7.61  0.0861
H  -5.12  5.08  -9.20  0.0850
C  4.72  -8.33  -1.96  -0.1219
O  4.61  -7.95  -0.61  -0.1876
C  3.88  -6.74  -0.48  -0.2310
C  3.79  -6.44  1.02  -0.2071
N  5.05  -6.29  1.71  -0.0551
C  5.86  -5.15  1.23  -0.2012
C  7.23  -5.20  1.87  -0.2587
O  8.03  -6.23  1.35  -0.1777
C  9.26  -6.32  2.06  -0.1050
H  5.33  -7.59  -2.48  0.0844
H  3.76  -8.46  -2.47  0.0859
H  5.26  -9.28  -2.02  0.0862
H  2.88  -6.92  -0.89  0.1125
H  4.37  -5.93  -1.03  0.0828
H  3.13  -7.16  1.51  0.1149
H  3.24  -5.50  1.14  0.1177
H  5.65  -7.09  1.53  0.1032
H  5.41  -4.25  1.65  0.1210
H  5.91  -5.09  0.14  0.1128
H  7.06  -5.33  2.94  0.1229
H  7.67  -4.20  1.73  0.1239
H  9.65  -7.33  2.00  0.0845
H  9.18  -5.98  3.09  0.0825
H  9.98  -5.63  1.59  0.0863
C  2.09  6.05  2.21  -0.1218
O  2.64  4.88  1.64  -0.1978
C  2.15  4.64  0.32  -0.2185
C  2.71  3.30  -0.10  -0.2323
N  2.24  2.20  0.71  -0.0645
C  3.01  0.98  0.63  -0.2025
C  3.07  0.40  -0.76  -0.2452
O  4.09  0.95  -1.56  -0.1802
C  3.87  0.68  -2.92  -0.1250
H  2.37  6.98  1.71  0.0864
H  2.49  6.12  3.23  0.0858
H  1.01  5.93  2.31  0.0875
H  2.38  5.40  -0.43  0.1235
H  1.05  4.57  0.41  0.1233
H  3.80  3.34  -0.26  0.1253
H  2.38  3.12  -1.14  0.1182
H  2.12  2.52  1.66  0.1066
H  2.56  0.21  1.26  0.1174
H  4.02  1.16  1.02  0.1267
H  2.08  0.46  -1.25  0.1284
H  3.18  -0.70  -0.67  0.1194
H  4.77  0.83  -3.52  0.0792
H  3.13  1.32  -3.41  0.0924
H  3.52  -0.36  -3.04  0.0773
C  -6.51  -7.46  -4.82  -0.0756
C  -5.01  -7.40  -4.93  -0.4427
C  -4.42  -6.25  -4.13  -0.2343
O  -3.08  -6.09  -4.49  -0.1909
C  -2.46  -4.99  -3.88  -0.1049
N  -4.43  -8.65  -4.37  0.0310
H  -6.94  -8.35  -5.30  0.0739
H  -7.04  -6.60  -5.23  0.0763
H  -6.80  -7.60  -3.77  0.0821
H  -4.65  -7.32  -5.96  0.1330
H  -4.55  -6.52  -3.07  0.1336
H  -4.99  -5.33  -4.29  0.1294
H  -2.56  -5.06  -2.79  0.0925
H  -2.86  -4.05  -4.27  0.0935
H  -1.39  -4.95  -4.10  0.0708
H  -4.59  -9.43  -5.00  0.0678
H  -3.43  -8.51  -4.37  0.0656
C  1.81  -3.55  -2.68  -0.0573
C  2.71  -4.69  -3.15  -0.4139
C  2.47  -5.05  -4.60  -0.1874
O  2.64  -3.91  -5.43  -0.1931
C  2.45  -4.20  -6.79  -0.1098
N  4.10  -4.28  -2.89  0.0580
H  0.76  -3.80  -2.84  0.0696
H  2.08  -2.62  -3.16  0.0634
H  1.93  -3.34  -1.61  0.0779
H  2.43  -5.54  -2.51  0.1108
H  1.44  -5.39  -4.79  0.1275
H  3.18  -5.84  -4.88  0.1071
H  2.61  -3.25  -7.30  0.0684
H  1.43  -4.51  -7.08  0.0833
H  3.16  -4.97  -7.11  0.0863
H  4.83  -4.84  -3.33  0.0591
H  4.13  -3.40  -3.40  0.0433
C  5.14  -1.63  -13.07  -0.0643
C  3.94  -1.12  -12.28  -0.4322
C  4.29  -1.07  -10.78  -0.2344
O  4.41  -2.36  -10.25  -0.1583
C  4.85  -2.34  -8.92  -0.1076
N  3.62  0.22  -12.78  0.0368
H  6.10  -1.25  -12.71  0.0782
H  5.07  -1.34  -14.12  0.0752
H  5.24  -2.72  -13.04  0.0794
H  3.09  -1.80  -12.38  0.1211
H  3.47  -0.51  -10.31  0.1220
H  5.22  -0.49  -10.68  0.1216
H  5.20  -3.32  -8.58  0.0803
H  4.12  -2.03  -8.16  0.0823
H  5.71  -1.67  -8.80  0.0684
H  4.46  0.77  -12.72  0.0722
H  2.85  0.63  -12.27  0.0673
C  -0.07  -2.14  -9.17  -0.0528
C  0.50  -3.47  -9.68  -0.4238
C  -0.56  -4.55  -9.76  -0.2388
O  -1.33  -4.56  -8.60  -0.1895
C  -2.20  -5.67  -8.49  -0.0886
N  1.12  -3.30  -11.00  0.0498
H  0.69  -1.37  -9.11  0.0743
H  -0.53  -2.27  -8.19  0.0554
H  -0.93  -1.84  -9.77  0.0875
H  1.33  -3.79  -9.05  0.1055
H  -0.04  -5.49  -10.00  0.1300
H  -1.17  -4.45  -10.67  0.1286
H  -3.06  -5.34  -7.91  0.0844
H  -1.65  -6.45  -7.96  0.0899
H  -2.55  -6.08  -9.45  0.0862
H  0.50  -2.85  -11.67  0.0738
H  1.90  -2.66  -10.91  0.0328
C  6.62  -1.77  -3.14  -0.0632
C  6.30  -1.60  -4.61  -0.4218
C  7.39  -0.83  -5.34  -0.2233
O  6.89  -0.36  -6.58  -0.1846
C  7.89  -0.30  -7.58  -0.1236
N  6.15  -2.95  -5.20  0.0656
H  6.59  -0.85  -2.56  0.0775
H  7.64  -2.20  -3.11  0.0861
H  6.10  -2.57  -2.61  0.0583
H  5.38  -1.01  -4.72  0.1212
H  8.31  -1.42  -5.43  0.1245
H  7.67  0.04  -4.72  0.1301
H  8.62  0.48  -7.33  0.0913
H  7.41  -0.04  -8.53  0.0747
H  8.34  -1.27  -7.81  0.0925
H  5.81  -2.86  -6.15  0.0533
H  7.07  -3.38  -5.25  0.0719

The gap between HOMO and LUMO comes out at 0.33142 Ha. The HOMO energy is -8.5 eV.


If we sort the structures by their calculated energies, the order from most to least stable is ii, i.


i:
2 unconnected molecules or ions with the total composition C2H4O3P. Source: the Open Molecules 2025 dataset; level of theory: wB97M-V/def2-TZVPD.

Each line ends with the Löwdin charge.
Cartesian coordinates (Å):
C  -2.53  0.20  0.00  -0.6151
C  -0.77  -1.08  -0.32  -0.2287
O  -2.03  1.25  0.16  -0.1089
O  -3.50  -0.50  -0.05  0.0119
O  0.26  -0.18  -0.05  -0.6307
P  0.28  1.46  -0.32  0.6987
H  -0.82  -1.44  -1.35  0.0231
H  -0.64  -1.99  0.37  0.0530
H  0.09  2.42  0.95  -0.0955
H  1.70  1.25  0.11  -0.1079

The gap between HOMO and LUMO comes out at 0.25742 Ha. The HOMO energy is -2.7 eV. The net charge is -1.


ii:
2 unconnected molecules or ions with the total composition C2H4O3P. Source: the Open Molecules 2025 dataset; level of theory: wB97M-V/def2-TZVPD.

Each line ends with the Löwdin charge.
Cartesian coordinates (Å):
C  2.58  0.16  0.06  -0.5263
C  0.02  0.79  -0.17  -0.1960
O  2.58  -1.00  0.03  0.1154
O  3.11  1.22  0.12  0.0564
O  -0.43  -0.66  -0.23  -0.7596
P  -1.84  -1.38  -0.05  0.6389
H  -0.30  1.11  -1.23  -0.0125
H  -0.76  1.37  0.48  -0.0112
H  -2.05  -1.20  1.29  -0.1669
H  -2.90  -0.42  -0.30  -0.1382

The gap between HOMO and LUMO comes out at 0.25164 Ha. The HOMO energy is -2.8 eV. The net charge is -1.


If we sort the structures by their calculated energies, the order from most to least stable is i, ii.